Entry 1:
Density functional theory data (ωB97M-V with the def2-TZVPD basis set) for a 4-piece molecular cluster, C39H75F2N5O11PS overall in a non-equilibrium geometry.

Computed properties:
LUMO level (spin up / spin down) (eV): -0.2 / -0.2
F_max (hartree/bohr): 0.1271
Gap between HOMO and LUMO (spin up / spin down) (eV): 8.08 / 8.06
E (a.u.): -3571.24682
<S²>: 3.76
2S+1: 4

Each line ends with the Mulliken spin population.
CARTESIAN COORDINATES (ANGSTROEM)
C -1.713 -3.252 5.152  0.000
C -2.003 -1.973 4.226  -0.001
O -3.299 -2.037 3.526  0.000
C -0.865 -1.735 3.073  0.013
O -0.109 -2.971 2.958  0.001
C 0.618 -3.062 1.715  0.000
P -0.613 -3.469 0.287  0.000
C -2.311 -3.990 0.984  0.000
C -0.973 -1.948 -0.784  0.006
O 1.005 -1.667 1.368  0.004
S 2.322 -1.666 0.320  0.001
O 3.351 -0.715 0.877  0.000
O 2.121 -1.256 -1.109  0.000
O 2.840 -3.241 0.652  0.000
C 2.048 -3.799 1.735  0.000
C 2.840 -3.256 3.061  0.000
C 4.395 -3.751 3.083  0.000
C 4.967 -3.898 4.609  0.000
N 5.362 -5.348 4.785  0.000
N 2.129 -5.289 1.767  0.000
C 1.412 -5.886 2.914  0.000
O 2.110 -6.496 3.770  0.000
F 0.005 -5.882 3.115  0.000
C 1.787 -5.921 0.479  0.000
O 2.514 -5.938 -0.540  0.000
F 0.518 -6.620 0.401  0.000
H -1.700 -4.248 4.591  0.000
H -0.759 -3.077 5.786  0.000
H -2.591 -3.311 5.910  0.000
H -2.067 -1.016 4.879  0.001
H -3.860 -2.688 4.024  0.000
H -1.445 -1.432 2.134  0.001
H -0.244 -0.837 3.450  -0.011
H -2.674 -4.915 0.411  0.000
H -3.048 -3.133 0.741  0.000
H -2.287 -4.141 2.129  0.000
H -0.329 -2.034 -1.724  0.000
H -0.901 -0.939 -0.245  0.000
H -2.083 -2.045 -1.119  -0.005
H 2.893 -2.098 3.074  0.000
H 2.291 -3.543 4.040  0.000
H 5.007 -2.880 2.617  0.000
H 4.568 -4.698 2.455  0.000
H 4.177 -3.564 5.385  0.000
H 5.933 -3.279 4.744  0.000
H 6.384 -5.466 4.744  0.000
H 4.995 -5.676 5.696  0.000
C -7.282 -2.620 -1.482  0.010
C -6.105 -1.681 -1.877  0.049
C -6.575 -0.207 -1.909  0.020
C -7.438 0.134 -3.120  -0.017
C -6.734 -0.269 -4.411  0.017
C -6.293 -1.749 -4.412  0.029
N -5.524 -2.124 -3.180  0.307
O -4.277 -1.578 -3.290  0.615
C -7.550 -2.642 -4.560  0.012
C -5.488 -2.038 -5.707  -0.006
C -5.107 -1.821 -0.693  -0.045
H -7.151 -3.055 -0.486  0.001
H -8.244 -2.098 -1.473  0.000
H -7.368 -3.483 -2.143  -0.010
H -5.707 0.461 -1.910  0.003
H -7.135 0.030 -0.996  0.001
H -8.415 -0.353 -3.045  0.000
H -7.636 1.210 -3.136  0.002
H -7.402 -0.076 -5.259  0.000
H -5.865 0.382 -4.558  0.004
H -7.290 -3.702 -4.478  -0.007
H -8.014 -2.501 -5.542  0.000
H -8.329 -2.421 -3.831  0.001
H -4.621 -1.383 -5.819  0.000
H -6.110 -1.875 -6.594  0.000
H -5.141 -3.074 -5.734  -0.001
H -4.724 -2.843 -0.620  0.008
H -5.600 -1.583 0.256  -0.001
H -4.257 -1.138 -0.773  0.003
C 3.143 2.528 1.545  0.052
C 1.648 2.788 1.891  -0.008
C 1.219 4.196 1.412  0.062
C 1.763 5.328 2.276  -0.021
C 1.421 5.097 3.743  0.020
C 1.877 3.711 4.250  0.022
N 1.430 2.593 3.357  0.334
O 0.092 2.412 3.562  0.621
C 3.421 3.716 4.383  0.015
C 1.388 3.518 5.710  -0.008
C 0.881 1.752 1.023  -0.043
H 3.262 1.776 0.760  -0.004
H 3.651 3.431 1.194  0.001
H 3.704 2.126 2.390  -0.025
H 0.126 4.269 1.402  0.000
H 1.539 4.354 0.374  -0.020
H 2.844 5.428 2.143  0.000
H 1.329 6.279 1.948  0.002
H 1.881 5.888 4.348  0.002
H 0.338 5.207 3.876  0.003
H 3.794 2.724 4.657  -0.006
H 3.742 4.407 5.169  0.000
H 3.935 4.038 3.478  0.001
H 0.304 3.619 5.808  -0.001
H 1.827 4.275 6.369  0.000
H 1.677 2.537 6.097  0.000
H 1.129 0.729 1.318  0.016
H 1.144 1.865 -0.034  -0.009
H -0.205 1.874 1.080  -0.003
C 1.759 4.729 -4.948  0.011
C 2.724 4.757 -3.727  0.025
C 4.191 4.897 -4.200  0.017
C 4.765 3.619 -4.803  -0.016
C 4.583 2.446 -3.847  0.012
C 3.118 2.267 -3.395  0.075
N 2.509 3.541 -2.888  0.304
O 3.035 3.785 -1.652  0.604
C 2.297 1.709 -4.585  0.009
C 3.046 1.131 -2.341  -0.054
C 2.349 6.075 -2.990  -0.007
H 1.149 5.636 -5.017  0.002
H 2.293 4.638 -5.898  0.000
H 1.030 3.920 -4.886  -0.010
H 4.827 5.192 -3.358  0.001
H 4.274 5.706 -4.937  0.000
H 4.297 3.406 -5.768  -0.001
H 5.832 3.758 -5.008  0.002
H 4.942 1.530 -4.331  -0.001
H 5.229 2.597 -2.974  0.003
H 1.233 1.648 -4.333  -0.005
H 2.623 0.695 -4.841  0.000
H 2.402 2.293 -5.498  0.001
H 3.689 1.317 -1.477  0.009
H 3.380 0.180 -2.770  -0.001
H 2.025 0.988 -1.982  0.008
H 1.322 6.038 -2.616  -0.001
H 2.426 6.930 -3.669  0.000
H 3.015 6.292 -2.150  0.001

Entry 2:
Density functional theory data (ωB97M-V with the def2-TZVPD basis set) for a 5-piece molecular cluster, C39H76N3O14S2 overall in a non-equilibrium geometry.

Computed properties:
LUMO level (eV): 0.8
ΔE to the lowest compared entry with this formula, charge and spin (kJ/mol): 198.2
Charge: -1
F_max (hartree/bohr): 0.1127
Gap between HOMO and LUMO (eV): 5.25
E (a.u.): -3545.19955

Each line ends with the Mulliken charge.
CARTESIAN COORDINATES (ANGSTROEM)
C -7.279 0.979 2.390  -0.060
C -6.434 0.357 1.797  -0.360
C -5.551 -0.562 0.909  -0.469
C -4.268 0.173 0.321  -0.187
C -3.050 -0.093 1.301  -1.542
C -2.100 1.195 1.505  1.645
C -0.843 0.637 2.322  -1.378
C 0.375 1.638 2.397  -0.168
C 1.702 0.736 2.471  -0.640
S 1.745 -0.216 4.082  -0.191
C 3.404 0.120 4.764  0.203
S 3.777 1.679 5.224  -0.235
N 4.437 -0.883 4.941  0.245
C 5.787 -0.549 5.037  -0.248
C 6.354 -1.918 5.251  -0.366
N 5.307 -2.869 5.221  -0.641
C 4.104 -2.241 5.036  -0.027
N -1.751 1.661 0.137  -0.296
C -1.610 3.136 0.035  -0.808
C -2.941 2.214 2.372  -0.030
O -3.975 2.798 1.991  -0.733
O -2.506 2.408 3.616  -0.794
H -8.124 1.576 2.798  0.385
H -6.135 -1.075 0.091  0.103
H -5.198 -1.396 1.594  0.255
H -4.018 -0.349 -0.655  0.193
H -4.421 1.258 0.088  0.369
H -2.384 -0.875 0.815  0.236
H -3.371 -0.476 2.319  0.335
H -1.189 0.261 3.323  0.333
H -0.496 -0.283 1.744  0.360
H 0.325 2.278 3.327  0.174
H 0.517 2.273 1.477  0.291
H 1.627 -0.046 1.653  0.261
H 2.641 1.346 2.352  0.440
H 6.310 0.426 4.978  0.352
H 7.443 -2.132 5.416  0.341
H 3.097 -2.714 4.990  0.357
H -0.806 1.283 -0.031  0.447
H -1.093 3.600 0.937  0.256
H -0.892 3.326 -0.830  0.347
H -2.562 3.665 -0.229  0.221
C 4.732 -0.522 -3.422  -0.817
O 4.677 -1.401 -2.314  -0.246
C 5.700 -2.387 -2.311  -0.492
C 6.330 -2.543 -0.932  -0.257
O 7.096 -1.431 -0.473  -0.487
C 6.403 -0.216 -0.194  -0.480
C 5.455 -0.251 0.995  -0.235
O 4.339 -1.099 0.758  -0.144
C 4.051 -1.977 1.834  -0.351
H 4.191 -0.953 -4.269  0.250
H 4.247 0.413 -3.134  0.282
H 5.761 -0.288 -3.714  0.399
H 6.482 -2.160 -3.042  0.320
H 5.231 -3.339 -2.591  0.378
H 7.034 -3.377 -0.986  0.442
H 5.588 -2.829 -0.186  0.006
H 5.911 0.160 -1.090  0.123
H 7.186 0.514 0.038  0.449
H 5.061 0.758 1.166  0.285
H 6.002 -0.562 1.892  0.243
H 4.965 -2.373 2.290  0.518
H 3.483 -2.821 1.436  0.303
H 3.446 -1.461 2.584  -0.508
C -5.853 -6.788 0.271  -0.802
O -6.310 -6.333 -0.988  -0.294
C -6.962 -5.070 -0.940  -0.497
C -6.506 -4.154 -2.070  -0.311
O -5.150 -3.709 -1.990  -0.415
C -4.129 -4.692 -2.144  -0.266
C -4.014 -5.320 -3.525  -0.546
O -5.148 -6.122 -3.843  -0.292
C -5.667 -5.887 -5.137  -0.827
H -6.653 -7.325 0.790  0.297
H -5.023 -7.477 0.098  0.237
H -5.484 -5.970 0.897  0.372
H -6.801 -4.568 0.018  0.325
H -8.038 -5.258 -1.055  0.383
H -7.114 -3.249 -2.023  0.481
H -6.705 -4.595 -3.046  0.009
H -4.204 -5.448 -1.363  0.070
H -3.191 -4.163 -1.950  0.434
H -3.140 -5.982 -3.543  0.376
H -3.866 -4.535 -4.273  0.349
H -5.648 -4.823 -5.394  0.387
H -6.709 -6.214 -5.144  0.233
H -5.107 -6.465 -5.877  0.303
C -4.033 6.396 4.650  -0.781
O -4.102 5.510 5.747  -0.316
C -3.116 4.476 5.711  -0.327
C -2.463 4.278 7.073  -0.192
O -1.638 5.358 7.530  -0.492
C -2.271 6.593 7.839  -0.284
C -3.193 6.584 9.051  -0.496
O -4.351 5.788 8.834  -0.268
C -4.650 4.913 9.903  -0.837
H -4.610 6.000 3.810  0.272
H -4.470 7.350 4.960  0.254
H -3.001 6.588 4.338  0.363
H -2.344 4.678 4.966  0.305
H -3.628 3.552 5.430  0.247
H -1.796 3.418 6.992  0.450
H -3.199 4.014 7.833  0.023
H -2.768 7.001 6.958  0.054
H -1.453 7.287 8.061  0.432
H -3.540 7.607 9.242  0.372
H -2.637 6.240 9.930  0.332
H -3.744 4.471 10.331  0.388
H -5.263 4.100 9.508  0.241
H -5.215 5.443 10.675  0.297
C 3.443 2.818 -8.196  -0.849
O 3.416 1.404 -8.197  -0.256
C 2.830 0.840 -9.362  -0.526
C 3.650 -0.328 -9.898  -0.238
O 4.928 0.011 -10.436  -0.469
C 5.920 0.501 -9.537  -0.292
C 6.442 -0.499 -8.516  -0.563
O 5.442 -0.864 -7.573  -0.228
C 5.354 -2.258 -7.344  -0.891
H 2.502 3.211 -7.800  0.302
H 4.259 3.138 -7.545  0.236
H 3.630 3.228 -9.193  0.396
H 2.704 1.586 -10.153  0.347
H 1.838 0.468 -9.077  0.373
H 3.093 -0.765 -10.730  0.422
H 3.746 -1.120 -9.156  0.035
H 5.586 1.423 -9.062  0.071
H 6.765 0.788 -10.170  0.419
H 7.260 -0.036 -7.951  0.366
H 6.836 -1.379 -9.033  0.369
H 5.481 -2.830 -8.269  0.452
H 4.357 -2.472 -6.954  0.234
H 6.099 -2.562 -6.604  0.289

Entry 3:
Density functional theory data (ωB97M-V with the def2-TZVPD basis set) for a 7-piece molecular cluster, C39H78O23S8 overall in a non-equilibrium geometry.

Computed properties:
LUMO level (eV): 0.3
F_max (hartree/bohr): 0.0537
Gap between HOMO and LUMO (eV): 9.25
E (a.u.): -6448.60980
SMILES: COCCCCC[C@@]1(S(C)(=O)=O)OS(=O)(=O)O[C@]1(CCO)COCOCCO.O=S1(=O)CCCC1.O=S1(=O)CCCC1.O=S1(=O)CCCC1.O=S1(=O)CCCC1.O=S1(=O)CCCC1.O=S1(=O)CCCC1

Each line ends with the Mulliken charge.
CARTESIAN COORDINATES (ANGSTROEM)
C -4.551 0.677 4.336  -0.863
O -4.666 -0.501 3.554  -0.267
C -5.445 -0.330 2.372  0.065
C -6.355 -1.551 2.213  -0.557
C -5.756 -2.677 1.366  -1.231
C -4.513 -3.379 2.003  -0.177
C -3.288 -3.113 1.115  -2.137
C -2.044 -4.016 1.322  1.033
S -2.421 -5.796 1.603  1.614
C -2.460 -6.120 3.347  -1.060
O -1.348 -6.604 1.083  -0.716
O -3.672 -6.134 0.976  -0.688
O -1.440 -4.079 -0.007  -0.542
S -0.757 -2.645 -0.297  1.300
O 0.461 -2.915 -0.964  -0.597
O -1.612 -1.709 -0.939  -0.637
O -0.539 -2.266 1.245  -0.287
C -0.853 -3.394 2.099  1.053
C -1.062 -3.007 3.562  -0.950
C -1.831 -1.698 3.815  -0.078
O -1.395 -1.079 5.028  -0.577
C 0.485 -4.262 2.066  -1.441
O 1.591 -3.562 1.565  -0.188
C 2.295 -2.834 2.560  -0.336
O 3.419 -2.262 2.003  -0.224
C 3.072 -1.509 0.838  0.118
C 4.056 -0.332 0.648  -0.408
O 4.541 -0.245 -0.678  -0.574
H -5.434 0.792 4.970  0.278
H -4.351 1.565 3.730  0.371
H -3.688 0.534 4.992  0.212
H -6.059 0.569 2.483  0.341
H -4.819 -0.200 1.477  0.131
H -7.242 -1.187 1.675  0.184
H -6.702 -1.893 3.190  0.277
H -6.550 -3.398 1.160  0.378
H -5.467 -2.251 0.399  0.378
H -4.772 -4.433 2.073  0.697
H -4.417 -2.969 3.011  0.109
H -3.571 -3.236 0.071  0.764
H -3.038 -2.057 1.233  0.354
H -1.430 -6.011 3.694  0.346
H -2.741 -7.164 3.467  0.467
H -3.089 -5.409 3.882  0.332
H -1.529 -3.799 4.144  0.066
H -0.068 -2.863 3.991  0.756
H -1.724 -0.973 3.007  0.226
H -2.873 -1.941 4.002  -0.063
H -0.447 -1.208 5.135  0.390
H 0.726 -4.641 3.067  0.521
H 0.383 -5.138 1.426  0.431
H 1.650 -2.004 2.913  0.312
H 2.589 -3.473 3.401  0.231
H 2.074 -1.069 0.964  0.161
H 3.089 -2.134 -0.057  0.118
H 3.513 0.586 0.900  0.146
H 4.848 -0.454 1.383  0.321
H 3.821 0.025 -1.254  0.310
O -9.105 3.804 3.364  -0.684
S -8.644 2.675 2.601  0.992
O -7.417 1.992 2.937  -0.602
C -9.972 1.480 2.484  -0.570
C -10.740 1.892 1.233  -0.606
C -9.676 2.231 0.180  -0.612
C -8.625 3.119 0.859  -0.640
H -10.568 1.512 3.393  0.411
H -9.520 0.495 2.365  0.240
H -11.405 1.099 0.895  0.350
H -11.347 2.775 1.442  0.307
H -9.207 1.310 -0.173  0.295
H -10.108 2.729 -0.686  0.323
H -7.627 2.951 0.463  0.353
H -8.880 4.175 0.785  0.355
O 7.359 -3.043 3.896  -0.730
S 6.979 -3.111 2.503  0.996
O 5.733 -2.553 2.039  -0.452
C 8.328 -2.466 1.513  -0.760
C 9.207 -3.681 1.237  -0.573
C 8.243 -4.826 0.899  -0.681
C 7.125 -4.813 1.949  -0.254
H 8.836 -1.675 2.060  0.401
H 7.898 -2.070 0.593  0.353
H 9.910 -3.490 0.427  0.364
H 9.783 -3.935 2.130  0.275
H 7.819 -4.663 -0.094  0.313
H 8.751 -5.791 0.884  0.315
H 6.172 -5.133 1.537  0.362
H 7.377 -5.418 2.806  0.046
O 3.401 5.065 0.037  -0.700
S 2.938 3.758 -0.355  1.052
O 3.519 2.559 0.201  -0.590
C 1.158 3.699 -0.159  -0.688
C 0.618 4.188 -1.500  -0.636
C 1.476 3.507 -2.572  0.646
C 2.940 3.653 -2.149  -0.773
H 0.866 4.321 0.685  0.442
H 0.879 2.662 0.025  0.270
H -0.439 3.950 -1.615  0.407
H 0.730 5.273 -1.573  0.291
H 1.212 2.447 -2.628  0.400
H 1.314 3.945 -3.556  -0.843
H 3.544 2.800 -2.451  0.368
H 3.379 4.572 -2.534  0.364
O 1.099 3.516 -6.328  -0.702
S 0.707 4.853 -5.960  1.173
O 1.319 5.540 -4.846  -0.728
C 0.807 5.902 -7.404  -0.395
C -0.566 5.786 -8.053  -0.822
C -1.579 5.854 -6.901  -0.339
C -1.081 4.910 -5.796  -0.792
H 1.621 5.564 -8.041  0.458
H 0.996 6.919 -7.059  0.068
H -0.728 6.574 -8.779  0.383
H -0.658 4.826 -8.567  0.404
H -1.628 6.870 -6.520  0.136
H -2.580 5.578 -7.230  0.374
H -1.334 5.273 -4.803  0.426
H -1.457 3.896 -5.927  0.391
O 8.378 -8.790 3.305  -0.706
S 7.119 -8.333 3.837  1.163
O 6.399 -7.247 3.218  -0.618
C 6.031 -9.741 4.028  -0.733
C 6.328 -10.259 5.431  -0.581
C 6.432 -9.014 6.324  -0.642
C 7.318 -7.998 5.592  -0.665
H 6.235 -10.465 3.243  0.393
H 5.007 -9.379 3.947  0.351
H 5.552 -10.940 5.776  0.347
H 7.277 -10.798 5.436  0.294
H 5.437 -8.592 6.477  0.303
H 6.841 -9.253 7.304  0.325
H 7.019 -6.972 5.790  0.351
H 8.371 -8.130 5.836  0.406
O -0.669 8.713 -9.250  -0.709
S -0.947 9.523 -8.091  1.276
O -1.722 9.022 -6.983  -0.765
C 0.598 10.183 -7.474  -0.659
C 0.780 11.491 -8.237  -0.721
C -0.599 12.163 -8.250  -0.602
C -1.628 11.094 -8.639  -0.766
H 1.396 9.464 -7.648  0.377
H 0.478 10.360 -6.406  0.409
H 1.534 12.122 -7.770  0.388
H 1.100 11.284 -9.261  0.315
H -0.826 12.548 -7.254  0.294
H -0.632 13.005 -8.940  0.328
H -2.587 11.251 -8.151  0.357
H -1.765 11.037 -9.717  0.369